[1]
# C4H4Br2N3Pt

A molecular structure, C4H4Br2N3Pt (wB97M-V/def2-TZVPD, the OMol25 dataset).

XYZ file:
```
14
C4H4Br2N3Pt (wB97M-V/def2-TZVPD)
Pt -0.652 0.028 0.755
Br -2.163 -0.506 2.557
C -2.411 -3.084 0.436
Br -1.493 -2.565 -1.113
H -3.487 -3.076 0.364
H -1.894 -3.783 1.073
N 3.339 3.527 -2.639
C 2.692 2.575 -2.479
N 2.016 1.459 -2.396
C 1.217 0.996 -1.521
N 0.454 0.440 -0.839
C 0.593 1.021 1.843
H 0.185 1.799 2.481
H 1.604 1.169 1.478
```

Results
Expectation value of S²: 2.0140
Spin multiplicity: 3
HOMO-LUMO gap (alpha / beta) (eV): 7.12 / 7.37
HOMO (alpha / beta) (eV): -4.34 / -5.00
Net charge: -1
Energy above the lowest of the compared OMol25 structures with the same formula, charge and spin (eV): 1.286
F_max (eV/A): 0.56

Atomic partial charges in e from the Löwdin method, atoms 1 to 6:
1 Pt 0.455
2 Br -0.174
3 C -0.590
4 Br 0.552
5 H -0.023
6 H -0.021

---

[2]
# C4H4Br2S

A molecular structure, C4H4Br2S in a non-equilibrium geometry (wB97M-V/def2-TZVPD, the OMol25 dataset).

XYZ file:
```
11
C4H4Br2S (wB97M-V/def2-TZVPD)
C -0.501 0.731 1.626
C 0.559 -1.094 -0.771
C 1.137 1.473 -0.262
C 0.133 1.120 0.652
S 0.931 0.271 -1.685
Br 0.414 -2.589 -1.936
Br -3.125 -2.011 0.340
H -1.114 0.293 2.292
H 1.149 2.399 -0.883
H 2.153 1.171 0.136
H -1.737 -1.763 0.492
```

Results
HOMO-LUMO gap (eV): 8.34
HOMO (eV): -9.03
Energy above the lowest of the compared OMol25 structures with the same formula, charge and spin (eV): 3.762
F_max (eV/A): 5.36

Atomic partial charges in e from the Löwdin method, atoms 1 to 6:
1 C 0.143
2 C -0.935
3 C -0.443
4 C -0.278
5 S 0.793
6 Br 0.540

---

| no. | molar mass (g/mol) |
| --- | --- |
| 1 | 449.0 |
| 2 | 244.0 |